Record 1
The following is a DFT calculation (ωB97M-V/def2-TZVPD) of the molecule C4H9NO.

Properties
max |F|: 0.0068 hartree/bohr
orbital gap: 10.5 eV
SMILES: CCC(=O)NC
E_HOMO: -9.6 eV
ΔE to the lowest compared entry with this formula, charge and spin: 6.1 kcal/mol
DFT total energy: -7832.05415 eV

```
! RIJCOSX wB97M-V def2-TZVPD def2/J DEFGRID3
* xyz 0 1
O 0.31 -0.34 1.42
N 0.93 0.92 -0.35
C 0.15 -0.03 0.25
C -0.91 -0.65 -0.65
C 2.00 1.56 0.38
C -1.89 -1.51 0.13
H 0.78 1.15 -1.32
H -1.37 -2.36 0.58
H -1.43 0.15 -1.19
H 1.64 1.91 1.35
H 2.83 0.86 0.56
H -0.39 -1.25 -1.42
H -2.69 -1.88 -0.51
H 2.38 2.41 -0.20
H -2.33 -0.93 0.95
*
```

Atom charges from the Mulliken analysis, given in e for atoms 1 to 6: O -0.634; N -0.182; C 0.495; C -0.319; C -0.816; C -1.165


Record 2
The following is a DFT calculation (ωB97M-V/def2-TZVPD) of the molecule C7H12 at a distorted geometry.

Properties
max |F|: 0.0700 hartree/bohr
orbital gap: 10.5 eV
SMILES: C[C@H]1C=CC1(C)C
E_HOMO: -9.5 eV
ΔE to the lowest compared entry with this formula, charge and spin: 57.5 kcal/mol
DFT total energy: -7450.93784 eV

```
! RIJCOSX wB97M-V def2-TZVPD def2/J DEFGRID3
* xyz 0 1
C -1.12 1.31 0.26
C 0.91 -0.82 1.17
C 0.61 0.10 0.04
C -1.79 -1.20 -0.22
C 0.11 1.57 0.59
C 1.65 0.44 -1.01
C -0.89 0.02 -0.52
H 0.09 -0.80 1.88
H -1.64 -1.25 0.83
H 1.85 -0.30 -1.73
H -2.05 1.84 0.13
H 0.61 2.30 1.16
H 1.01 -1.83 0.82
H 2.75 0.79 -0.66
H -0.92 0.22 -1.61
H 1.86 -0.72 1.67
H 1.20 1.33 -1.62
H -1.35 -1.98 -0.88
H -2.88 -1.01 -0.32
*
```

Atom charges from the Mulliken analysis, given in e for atoms 1 to 6: C -0.160; C -1.714; C 1.712; C -1.292; C -1.187; C -1.404


Record 3
The following is a DFT calculation (ωB97M-V/def2-TZVPD) of the molecule C7H14BIO2 at a distorted geometry.

Properties
max |F|: 0.1224 hartree/bohr
orbital gap: 10.0 eV
SMILES: C[C@H]1OB(C(C)(C)C)O[C@@H]1I
E_HOMO: -9.7 eV
ΔE to the lowest compared entry with this formula, charge and spin: 0.0 kcal/mol
DFT total energy: -20358.54079 eV

```
! RIJCOSX wB97M-V def2-TZVPD def2/J DEFGRID3
* xyz 0 1
I -3.49 -2.33 1.92
O 0.15 -1.30 0.47
O -1.75 -0.18 0.71
C 1.16 0.94 -1.00
C 1.34 1.55 1.48
C 0.40 1.28 0.27
C -0.50 -3.19 -0.82
C -0.71 -2.38 0.43
C -0.42 2.53 0.19
C -2.09 -1.82 0.43
B -0.50 -0.06 0.60
H -0.43 -2.46 -1.65
H 0.52 -3.67 -0.68
H 0.00 3.19 -0.56
H -1.48 2.47 -0.10
H 2.26 0.89 1.53
H -0.48 -3.17 1.23
H -2.66 -1.68 -0.51
H 1.94 2.50 1.27
H 1.73 1.82 -1.23
H -0.32 2.92 1.20
H 1.71 0.00 -0.99
H 0.79 1.70 2.46
H -1.33 -3.97 -1.04
H 0.41 0.72 -1.85
*
```

Atom charges from the Mulliken analysis, given in e for atoms 1 to 6: I 0.096; O -0.523; O -0.495; C -1.709; C -1.685; C 1.765